[1]
{"formula": "C7F21Na4O21S7", "method": "ωB97M-V with the def2-TZVPD basis set", "total_charge": -3, "spin_multiplicity": 1, "lumo_ev": 4.078, "symbols": ["Na", "Na", "Na", "Na", "C", "F", "F", "F", "S", "O", "O", "O", "C", "F", "F", "F", "S", "O", "O", "O", "C", "F", "F", "F", "S", "O", "O", "O", "C", "F", "F", "F", "S", "O", "O", "O", "C", "F", "F", "F", "S", "O", "O", "O", "C", "F", "F", "F", "S", "O", "O", "O", "C", "F", "F", "F", "S", "O", "O", "O"], "coordinates": [[1.13674, -3.33388, 0.93839], [-3.34894, -0.02625, -1.56264], [-0.32294, -0.25400, 0.81795], [0.95552, 3.66150, 2.38478], [-3.64983, 3.65838, 1.42094], [-4.90529, 3.32748, 1.10373], [-3.13068, 4.40352, 0.43376], [-3.68401, 4.36236, 2.50266], [-2.56129, 2.11295, 1.80695], [-2.91263, 1.51449, 3.11108], [-2.71866, 1.17445, 0.68822], [-1.18888, 2.65939, 1.85004], [-3.52396, -4.05955, 1.38479], [-3.57186, -4.63895, 0.17281], [-4.81005, -3.93885, 1.74929], [-2.90266, -4.85639, 2.31601], [-2.69949, -2.30686, 1.24018], [-3.40762, -1.50445, 2.28541], [-1.23928, -2.42573, 1.53142], [-3.01586, -1.88638, -0.14043], [5.55941, -3.30004, 1.67731], [4.83644, -2.77925, 2.63108], [6.84163, -2.89639, 1.88148], [5.53095, -4.68044, 1.76573], [4.82820, -2.63210, -0.02628], [5.50668, -3.31890, -1.13037], [3.37788, -2.83984, 0.07431], [5.10818, -1.20879, -0.05237], [1.64440, 2.39291, -0.72408], [0.58038, 2.92042, -1.36754], [2.03630, 3.12202, 0.35503], [1.42407, 1.14520, -0.41712], [3.17981, 2.51525, -1.92775], [2.83780, 2.19943, -3.32674], [3.70806, 3.81946, -1.64531], [4.01228, 1.43436, -1.39106], [-3.59879, 3.43951, -4.53613], [-3.26297, 4.51245, -5.14965], [-4.74465, 3.56813, -3.84822], [-3.81827, 2.40937, -5.31491], [-2.11775, 2.99532, -3.34097], [-2.76574, 2.03375, -2.43519], [-1.10606, 2.37787, -4.20565], [-1.58653, 4.19110, -2.66678], [2.26289, -0.31382, 4.85348], [2.54579, 0.81353, 5.44715], [3.27303, -1.13195, 5.11656], [1.09408, -0.86270, 5.36459], [2.15368, -0.04413, 2.88394], [1.23742, 1.06093, 2.64731], [3.56061, 0.20565, 2.44760], [1.53576, -1.27475, 2.31284], [-1.03029, -2.88861, -3.29874], [-1.98040, -3.54384, -2.55502], [-0.11446, -3.73879, -3.78170], [-1.60888, -2.14543, -4.27338], [-0.03235, -1.53575, -2.20922], [-0.96904, -0.52924, -1.60634], [0.64032, -2.27043, -1.13100], [0.92180, -0.86471, -3.13219]], "forces_ev_per_a": [[0.43, 1.07, -0.47], [1.06, 0.47, 0.41], [0.09, 0.16, -0.24], [-0.42, -1.24, -0.60], [1.05, -1.90, -1.33], [-0.06, -0.12, -0.21], [-0.26, -0.47, 0.37], [-0.12, 1.51, 1.85], [1.40, -2.37, 0.83], [-0.52, 1.79, -1.72], [-0.34, 1.06, 0.43], [-0.63, 0.82, -0.13], [0.27, 0.74, 0.01], [0.67, -0.39, 0.60], [0.39, 0.09, 0.32], [-0.55, 0.56, -1.27], [-0.75, 2.79, 1.60], [1.27, -2.32, -2.08], [-1.77, -0.69, -0.74], [0.14, -1.17, 1.47], [0.12, 0.18, -2.30], [-0.51, -0.14, 1.05], [-0.50, -0.56, -0.17], [0.09, 1.05, 0.21], [-0.04, 2.29, -1.98], [-0.41, -0.84, 1.56], [0.45, -1.56, 0.83], [0.61, -1.09, 1.18], [2.20, 0.93, -4.52], [0.21, -0.15, 1.69], [-1.23, 0.05, 0.90], [-0.71, -0.51, 1.01], [1.43, -3.96, -1.04], [-0.74, 1.39, 1.65], [-0.28, 1.76, 0.06], [-0.73, 0.92, 0.37], [1.99, -2.11, 4.11], [-0.40, 1.92, -1.86], [-0.50, 1.01, 0.12], [0.02, -0.61, -1.72], [2.49, -0.74, 0.46], [-0.62, 0.34, -0.36], [-1.82, 0.69, 0.12], [-1.86, -0.63, -0.96], [-1.08, -1.25, -2.30], [-0.39, 1.22, 0.73], [-0.10, -0.59, 0.11], [1.50, 0.86, -0.40], [2.60, -1.26, -2.36], [-0.25, 0.96, 0.92], [-3.22, -0.55, 2.00], [0.63, 0.84, 1.32], [1.03, 2.47, 2.05], [0.98, 0.40, -1.39], [-1.23, 0.11, -0.10], [0.01, -1.47, 0.34], [2.34, 3.32, -0.12], [-0.05, -1.88, -1.03], [-0.89, -0.82, -0.36], [-2.49, -2.33, 1.09]], "mulliken_charge": [0.90, 0.99, 1.34, 0.96, 0.41, -0.22, -0.19, -0.20, 0.88, -0.63, -0.45, -0.60, 0.27, -0.19, -0.21, -0.23, 1.03, -0.61, -0.52, -0.60, 0.48, -0.20, -0.24, -0.26, 1.02, -0.67, -0.52, -0.58, 0.26, -0.03, -0.30, 0.03, 1.02, -0.65, -0.72, -0.55, 0.40, -0.19, -0.25, -0.23, 1.18, -0.74, -0.67, -0.66, 0.37, -0.21, -0.19, -0.25, 0.94, -0.56, -0.58, -0.50, 0.22, -0.17, -0.19, -0.20, 0.84, -0.41, -0.57, -0.58]}

***

[2]
{"formula": "C7H10", "method": "ωB97M-V with the def2-TZVPD basis set", "total_charge": -1, "spin_multiplicity": 2, "de_lowest_kj_mol": 11.2, "lumo_ev": [4.229, 4.187], "s_squared": 0.792, "symbols": ["C", "C", "C", "C", "C", "C", "C", "H", "H", "H", "H", "H", "H", "H", "H", "H", "H"], "coordinates": [[-1.49440, -1.28118, -0.77401], [-0.10710, -0.95066, -1.22534], [0.47833, -1.59329, -2.28521], [0.28732, 0.45180, 0.85707], [0.60231, -0.01968, -0.42301], [0.45125, 2.20909, 2.58536], [0.90614, 1.58679, 1.43832], [-2.05168, -0.50662, -0.26284], [-1.58478, -2.24096, -0.24209], [-2.14356, -1.48879, -1.64931], [1.45123, -1.27570, -2.66898], [0.06306, -2.38623, -2.89515], [-0.60747, 0.12153, 1.36531], [1.51899, 0.34972, -0.89219], [1.02537, 2.87316, 3.20676], [-0.60275, 2.15262, 2.86897], [1.80772, 1.99841, 0.99633]], "forces_ev_per_a": [[-1.32, -1.36, -1.18], [0.40, 0.26, 1.03], [0.49, 0.00, -0.95], [0.07, 1.21, -0.92], [0.05, -0.05, -0.43], [-0.59, 0.12, -0.20], [-0.36, -0.28, 1.01], [0.40, 0.25, 0.48], [0.27, 0.34, 0.40], [0.39, 0.13, -0.02], [-0.05, -0.01, 0.45], [-0.60, 0.11, 0.17], [-0.13, -0.28, 0.06], [0.04, -0.01, 0.28], [0.35, 0.41, -0.22], [0.25, -0.49, 0.15], [0.34, -0.35, -0.11]], "mulliken_charge": [-1.28, 0.88, -1.18, -0.60, -0.43, -0.93, -0.18, 0.35, 0.23, 0.36, 0.24, 0.29, 0.30, 0.19, 0.27, 0.20, 0.29]}

***

[3]
{"formula": "C7H10", "method": "ωB97M-V with the def2-TZVPD basis set", "total_charge": 0, "smiles": "C#CC1(CC)CC1", "spin_multiplicity": 1, "de_lowest_kj_mol": 371.2, "lumo_ev": 1.095, "symbols": ["C", "C", "C", "C", "C", "C", "C", "H", "H", "H", "H", "H", "H", "H", "H", "H", "H"], "coordinates": [[2.34861, 0.41729, -0.09490], [1.09305, -0.38163, 0.34100], [-0.33123, 0.02197, -0.15929], [-0.97018, -0.96549, -1.09190], [-1.59085, -0.89423, 0.24143], [-1.06285, 1.20567, 0.23597], [-1.77272, 2.08360, 0.67588], [2.41519, 0.58389, -1.17565], [3.25986, -0.13649, 0.18827], [2.40743, 1.38991, 0.40216], [1.27053, -1.42317, 0.02759], [1.07185, -0.39279, 1.43175], [-1.53207, -0.60119, -1.94032], [-0.40821, -1.87635, -1.24526], [-1.36920, -1.53731, 1.07309], [-2.62134, -0.53278, 0.24557], [-2.20786, 3.03909, 0.84464]], "forces_ev_per_a": [[-0.27, 0.10, -0.03], [-0.32, 0.03, 0.30], [-0.92, -0.25, 1.05], [-0.19, -0.27, -0.39], [0.19, -1.05, 0.06], [0.89, 1.25, -0.60], [0.70, 0.14, -0.47], [-0.21, -0.06, 0.14], [-0.44, 0.10, 0.00], [-0.13, -0.07, -0.12], [-0.32, 0.30, 0.11], [0.06, 0.01, 0.10], [-0.12, -0.13, -0.01], [0.34, 0.28, -0.41], [0.13, -0.81, -0.22], [0.77, 0.51, 0.34], [-0.14, -0.08, 0.15]], "mulliken_charge": [-1.22, -0.54, 0.84, -0.67, -0.72, -0.81, -0.05, 0.33, 0.36, 0.31, 0.37, 0.31, 0.26, 0.27, 0.26, 0.26, 0.45]}

***

Number 3 is which compound? C7H10